(1)
A gas-phase ion, C2H4NO2S (charge -1) in a non-equilibrium geometry, computed with wB97M-V/def2-TZVPD.

Gap between HOMO and LUMO (spin up / spin down) ... 3.32 / 7.10 eV
E ... -18556.373 eV
Total charge ... -1
Energy above the lowest of the compared OMol25 structures with the same formula, charge and spin ... 0.0 kcal/mol
<S²> ... 2.01
Multiplicity ... 3

Last column: Mulliken spin population.
Positions of all 10 atoms, in Å:
O1 1.10177 -0.96723 -0.90021  0.0387
H1 0.14682 -0.74429 2.09150  0.0480
H2 -1.83654 1.28124 -1.46571  0.0301
C1 1.33514 -1.15671 0.27715  -0.1060
N1 0.19918 -0.60554 1.12192  0.1532
H3 -0.91352 2.01538 -0.15101  -0.0210
S1 -1.28160 -0.32781 0.26762  1.6623
O2 2.22058 -1.71647 0.96082  0.1328
C2 -0.96628 1.11498 -0.74451  0.0558
H4 -0.00555 1.10644 -1.45759  0.0060

(2)
A gas-phase ion, C2H4NO2S (charge +1) in a non-equilibrium geometry, computed with wB97M-V/def2-TZVPD.

Gap between HOMO and LUMO (spin up / spin down) ... 7.60 / 8.47 eV
E ... -18545.994 eV
Total charge ... +1
Energy above the lowest of the compared OMol25 structures with the same formula, charge and spin ... 70.0 kcal/mol
Multiplicity ... 1

Last column: Mulliken charge in e.
Positions of all 10 atoms, in Å:
N1 -0.32286 0.85485 1.90828  0.4780
H1 0.78445 1.31829 0.37923  0.4550
H2 0.86289 -1.07009 -0.36684  0.3784
O1 0.19535 1.62184 2.61376  -0.1706
O2 -0.34377 -1.00888 2.54122  -0.3445
S1 -0.90239 -1.85652 1.48381  0.4772
C1 -0.03101 0.64525 0.48112  -0.3629
H3 -0.85481 1.20809 0.04330  0.2877
H4 -0.74008 -0.94002 -0.89021  0.4006
C2 -0.09024 -0.84450 0.02942  -0.5990

(3)
2 unconnected molecules or ions with the total composition C2H4NO3 in a non-equilibrium geometry, computed with wB97M-V/def2-TZVPD.

Gap between HOMO and LUMO ... 8.73 eV
E ... -9773.043 eV
Total charge ... -1
Energy above the lowest of the compared OMol25 structures with the same formula, charge and spin ... 17.7 kcal/mol
Multiplicity ... 1

Last column: Mulliken charge in e.
Positions of all 10 atoms, in Å:
H1 -0.34817 0.24869 -2.62973  0.1824
O1 -1.59260 0.00460 0.60444  -0.7867
C1 -1.07681 0.36893 1.77584  -0.0591
H2 0.73340 -0.58899 -0.08080  0.2044
H3 -0.79684 0.68933 -1.00427  0.2759
H4 -1.75143 0.99769 2.26531  0.4679
O2 2.05631 -0.48871 -1.74833  -0.6247
C2 0.99451 -0.32018 -1.15482  0.2255
O3 -0.05182 0.00577 2.31154  -0.5964
N1 -0.09118 0.31250 -1.65969  -0.2893

Question: What is the multiplicity in the third record?
Answer: 1